Formula: C12H30CdN2O8S2
Source: the Open Molecules 2025 dataset
Level of theory: wB97M-V/def2-TZVPD

Calculated total energy, eV: -58523.5623
Expectation value of S²: 0.76
Spin multiplicity: 2
Charge: -1

Each line ends with the natural charge from an NBO analysis.
CARTESIAN COORDINATES (ANGSTROEM)
Cd1 0.639 -0.088 -0.035  1.811
S1 1.921 -1.915 2.437  2.583
O1 1.618 -3.282 2.740  -0.759
O2 1.850 -1.499 3.793  -0.757
O3 3.306 -1.790 1.979  -0.884
O4 0.977 -1.225 1.539  -1.137
S2 2.567 0.760 -1.477  2.600
O5 2.865 0.671 -2.876  -1.047
O6 3.582 1.572 -0.791  -1.049
O7 1.196 1.257 -1.327  -1.213
O8 2.453 -0.525 -0.776  -1.176
C1 0.548 -3.317 -0.434  -0.666
C2 -0.681 -2.466 -0.625  -0.255
N1 -0.592 -1.273 -1.465  -0.549
C3 0.021 -1.521 -2.725  -0.233
C4 -0.859 -2.440 -3.598  -0.642
C5 -1.857 -0.601 -1.595  -0.224
C6 -1.921 0.562 -2.544  -0.643
H1 0.583 -4.198 -1.074  0.200
H2 0.578 -3.739 0.570  0.242
H3 1.527 -2.900 -0.671  0.269
H4 -1.618 -2.971 -0.860  0.175
H5 -0.898 -2.262 0.424  0.222
H6 0.897 -2.130 -2.501  0.233
H7 0.195 -0.664 -3.376  0.239
H8 -1.750 -1.882 -3.887  0.191
H9 -1.104 -3.375 -3.094  0.199
H10 -0.310 -2.779 -4.476  0.218
H11 -2.521 -1.384 -1.960  0.166
H12 -2.309 -0.219 -0.679  0.200
H13 -2.828 1.140 -2.366  0.212
H14 -1.035 1.179 -2.393  0.256
H15 -1.770 0.223 -3.569  0.207
C7 2.377 1.812 2.311  -0.633
C8 1.152 2.576 1.736  -0.225
N2 0.097 1.646 1.210  -0.548
C9 -0.584 1.221 2.454  -0.254
C10 -1.660 0.180 2.165  -0.614
C11 -0.904 2.403 0.372  -0.241
C12 -1.572 3.512 1.088  -0.633
H16 3.220 2.502 2.275  0.225
H17 2.652 0.962 1.687  0.253
H18 2.277 1.387 3.310  0.202
H19 0.777 3.225 2.527  0.170
H20 1.465 3.207 0.903  0.225
H21 0.004 0.624 3.151  0.242
H22 -0.976 2.069 3.015  0.183
H23 -1.440 -0.443 1.298  0.196
H24 -1.912 -0.499 2.979  0.226
H25 -2.538 0.733 1.831  0.184
H26 -1.733 1.769 0.056  0.190
H27 -0.514 2.895 -0.518  0.244
H28 -2.121 3.095 1.933  0.193
H29 -2.432 3.882 0.530  0.213
H30 -0.906 4.323 1.380  0.213